[1]
Molecular formula: C3H7NO2
Method: DFT, the ωB97M-V functional and the def2-TZVPD basis

Structure (XYZ):
```
13
Properties=species:S:1:pos:R:3:mulliken_charge:R:1
C 1.0899 -0.1421 -1.3298 -1.127
C 0.4483 -0.5965 0.0593 0.315
O 1.0802 -0.5865 1.3276 -0.600
C -0.8735 0.1702 0.0688 0.447
N -1.2217 0.8035 1.2996 -0.583
O -1.4907 0.3753 -0.9398 -0.528
H 0.5598 -0.7855 -2.0418 0.323
H 2.1609 -0.3219 -1.4435 0.337
H 0.8662 0.8722 -1.6950 0.286
H 0.3033 -1.6635 -0.1271 0.199
H 0.6602 0.0816 1.8981 0.386
H -1.7937 0.1865 1.8776 0.250
H -1.7893 1.6067 1.0459 0.296
```

Computed properties:
**ΔE to the lowest compared entry with this formula, charge and spin**: 1.461 eV
**HOMO level**: -10.0 eV
**SMILES string**: C[C@@H](O)C(N)=O
**HOMO-LUMO gap**: 10.77 eV

[2]
Molecular formula: C5H16NO2
Method: DFT, the ωB97M-V functional and the def2-TZVPD basis

Structure (XYZ):
```
24
Properties=species:S:1:pos:R:3:mulliken_charge:R:1
C 0.4389 1.1396 0.8048 -0.677
C 1.6990 0.9870 -0.0625 -0.542
C 1.2040 0.1657 -1.3443 0.577
C 1.5708 -1.1260 -1.5441 -0.880
C 0.4302 1.0275 -2.2295 -1.240
N -0.5991 -0.0326 0.8282 -0.255
H 0.8248 1.3091 1.8193 0.396
H -0.1795 1.9504 0.3877 0.329
H 2.5220 0.3502 0.3928 0.358
H 2.2516 1.9308 -0.2969 0.334
H 2.3804 -1.7125 -0.9574 0.212
H 1.1252 -1.7968 -2.1857 0.373
H -0.6241 1.2813 -1.8173 0.191
H 0.6796 1.9990 -2.2688 0.422
H 0.2988 0.6671 -3.3290 0.318
H -1.5971 0.2441 0.4121 0.400
H -0.3132 -0.8135 0.1695 0.364
H -0.5558 -0.5066 1.6205 0.314
H -4.0691 1.7081 0.3983 0.313
H -3.0682 2.4167 1.2089 0.302
O -3.1808 1.5969 0.7234 -0.617
H -1.1167 -4.3542 2.3237 0.284
H 0.1932 -4.3527 2.8109 0.297
O -0.3148 -4.0786 2.1353 -0.574
```

Computed properties:
**ΔE to the lowest compared entry with this formula, charge and spin**: 3.022 eV
**Charge**: +1
**HOMO level**: -13.1 eV
**HOMO-LUMO gap**: 10.12 eV

[3]
Molecular formula: C14H7N6O4
Method: DFT, the ωB97M-V functional and the def2-TZVPD basis

Structure (XYZ):
```
31
Properties=species:S:1:pos:R:3:mulliken_charge:R:1
N 2.6306 -2.0240 2.7221 -0.639
C 2.0109 -1.1074 2.3349 -0.187
C 1.2737 0.0699 1.8260 2.765
C 1.9103 1.2450 2.4460 -0.331
N 2.4067 2.2348 2.8724 -0.661
C -0.1598 -0.0346 2.3553 -0.306
C -0.9141 1.1420 2.4911 -0.339
C -2.2852 1.0699 2.7939 -0.606
C -2.9145 -0.1517 3.0271 -0.532
C -2.1302 -1.3102 3.0518 -0.573
C -0.7557 -1.2668 2.7308 -0.244
C 1.3958 0.3480 0.2969 1.005
C 2.2390 1.5272 -0.3037 -1.056
N 3.6291 1.4693 -0.0970 1.004
O 4.1790 0.4962 0.4641 -0.647
O 4.2968 2.4539 -0.5159 -0.730
C 1.7543 2.5182 -1.0869 -0.252
N 0.5656 2.5050 -1.7022 -0.769
C -0.0975 1.3727 -1.5142 0.805
N -1.3061 1.0644 -2.1165 -0.587
O -1.6390 -0.2121 -1.6443 -0.234
N -0.6019 -0.7117 -0.7790 0.747
O -0.6556 -1.8126 -0.2755 -0.754
C 0.2395 0.3371 -0.6290 -0.615
H -0.4292 2.1124 2.3083 0.360
H -2.8570 1.9892 2.7748 0.354
H -3.9855 -0.2052 3.1933 0.389
H -2.5838 -2.2862 3.2456 0.341
H -0.1707 -2.2146 2.7153 0.306
H 1.9723 -0.6011 0.2315 0.451
H 2.3414 3.4017 -1.2643 0.537
```

Computed properties:
**Charge**: -1
**HOMO level**: -4.9 eV
**SMILES string**: N#CC(C#N)(c1ccccc1)[C@@H]1C(=[N+]([O-])[O-])C=Nc2no[n+]([O-])c21
**HOMO-LUMO gap**: 7.75 eV

[4]
Molecular formula: C3H9Cl2N2OP
Method: DFT, the ωB97M-V functional and the def2-TZVPD basis

Structure (XYZ):
```
18
Properties=species:S:1:pos:R:3:mulliken_charge:R:1
C -0.0082 -2.1065 1.2906 -0.699
N 0.7868 -1.3560 0.3300 -0.166
P 1.5825 0.0764 0.6614 0.056
N 0.8782 1.1011 -0.5184 -0.176
C 0.1043 2.2214 0.0928 -0.403
O -0.8515 1.7168 1.0574 -0.523
C 2.8914 -0.1349 -0.7823 -0.288
Cl 3.6821 -1.7490 -0.7877 -0.167
Cl 3.9666 1.2688 -0.4738 -0.160
H -0.9311 -2.5542 0.9003 0.258
H 0.5445 -3.0206 1.7482 0.242
H -0.1216 -1.2695 1.9928 0.248
H 0.9338 -1.6024 -0.6261 0.263
H 0.7284 1.1360 -1.4964 0.260
H 0.6636 2.9879 0.6572 0.213
H -0.4406 2.6264 -0.7281 0.341
H -1.3402 1.0883 0.6045 0.298
H 2.5153 0.0499 -1.7276 0.405
```

Computed properties:
**ΔE to the lowest compared entry with this formula, charge and spin**: 0.722 eV
**HOMO level**: -9.1 eV
**SMILES string**: CNP(NCO)C(Cl)Cl
**HOMO-LUMO gap**: 9.81 eV

[5]
Molecular formula: ClH2NO2S2
Method: DFT, the ωB97M-V functional and the def2-TZVPD basis

Structure (XYZ):
```
8
Properties=species:S:1:pos:R:3:mulliken_charge:R:1
N -0.8112 0.3665 -0.0963 -0.449
O 1.8694 0.1138 -0.7467 -0.336
O 3.1118 1.5078 0.9178 -0.433
S 0.2960 -0.6665 -0.3008 0.338
S 3.2414 0.7890 -0.3317 0.668
Cl 4.3592 -1.0274 -0.0166 -0.251
H -1.3876 0.6909 -0.8517 0.244
H 0.4697 -0.7300 1.0389 0.218
```

Computed properties:
**ΔE to the lowest compared entry with this formula, charge and spin**: 1.029 eV
**HOMO level**: -10.0 eV
**HOMO-LUMO gap**: 9.64 eV

[6]
Molecular formula: C18H16F5N3O2RhS4
Method: DFT, the ωB97M-V functional and the def2-TZVPD basis

Structure (XYZ):
```
49
Properties=species:S:1:pos:R:3:mulliken_charge:R:1
Rh -0.3414 0.5717 0.0426 0.851
C -1.1538 3.7663 -0.1341 -0.649
C -2.1886 3.2399 -1.1331 -0.848
S -2.2400 1.4407 -1.4290 0.020
C -3.8016 0.9617 -0.6095 -0.784
C -3.7103 -0.1888 0.3874 -0.748
S -2.3455 -0.2230 1.5744 -0.058
C -2.6301 1.1862 2.6723 -0.929
C -2.4276 2.5717 2.0732 -0.595
S -0.7864 2.7548 1.3186 -0.127
H -0.1804 3.8755 -0.6119 0.403
H -1.4623 4.7554 0.2067 0.499
H -3.1977 3.5461 -0.8622 0.490
H -1.9813 3.6913 -2.1029 0.413
H -4.2255 1.8496 -0.1477 0.377
H -4.4855 0.6616 -1.4033 0.540
H -4.6465 -0.2480 0.9449 0.511
H -3.5985 -1.1375 -0.1403 0.358
H -3.6360 1.1020 3.0854 0.519
H -1.9303 1.0175 3.4926 0.400
H -3.1821 2.7927 1.3235 0.181
H -2.5221 3.3151 2.8649 0.546
O 1.9930 -1.8411 2.3547 -0.305
N 1.3739 -1.1713 3.1059 0.544
O 0.4924 -0.3840 2.9694 -0.225
F 6.6056 -0.5843 0.1060 -0.275
C 5.4001 -0.1513 -0.2229 0.657
C 4.4780 0.1522 0.7665 -0.096
F 4.8004 0.0095 2.0483 -0.304
C 3.2235 0.5994 0.4068 0.178
F 2.3501 0.8889 1.3828 -0.376
C 2.8441 0.7619 -0.9223 0.599
S 1.2626 1.3460 -1.3911 -0.529
C 3.7936 0.4495 -1.8943 0.115
F 3.4851 0.5727 -3.1829 -0.323
C 5.0556 -0.0037 -1.5578 0.205
F 5.9358 -0.3025 -2.5041 -0.271
N 1.3587 -6.6384 -1.8204 -0.387
C 1.0030 -5.5765 -1.5703 -0.204
C 0.5551 -4.2466 -1.2576 0.630
C -0.0548 -3.9758 -0.0397 -0.804
C -0.4580 -2.6799 0.2205 -0.405
N -0.2949 -1.6733 -0.6454 0.402
C 0.2882 -1.9470 -1.8199 -0.475
C 0.7242 -3.2108 -2.1687 -0.850
H -0.2062 -4.7558 0.6925 0.509
H -0.9292 -2.4388 1.1643 0.556
H 0.4048 -1.1178 -2.5041 0.546
H 1.1888 -3.3837 -3.1287 0.520
```

Computed properties:
**ΔE to the lowest compared entry with this formula, charge and spin**: 0.148 eV
**Spin multiplicity**: 5
**Charge**: +1
**Expectation value of S²**: 6.022
**HOMO level (alpha / beta)**: -10.5 / -11.6 eV
**HOMO-LUMO gap (alpha / beta)**: 7.26 / 6.68 eV

[7]
Molecular formula: C27H28N8O5Ti
Method: DFT, the ωB97M-V functional and the def2-TZVPD basis

Structure (XYZ):
```
69
Properties=species:S:1:pos:R:3:mulliken_charge:R:1
Ti -0.4307 -0.0348 1.0904 -0.423
O -4.4053 1.1203 2.3067 -0.504
C -3.1128 0.8961 2.1300 0.187
O -2.6919 0.0488 1.3913 -0.239
C -2.1694 1.7315 2.9513 0.601
C -2.4293 2.6776 3.9187 -0.793
C -1.3066 3.1709 4.6015 -0.301
C 0.0040 2.7850 4.3167 -0.957
C 0.1772 1.8247 3.3224 0.382
N -0.9131 1.3158 2.6856 0.544
C 1.4953 1.1181 2.9059 0.153
O 2.5493 1.4876 3.3277 -0.634
O 1.2516 0.0977 2.1009 -0.531
H -4.8415 0.5105 1.6922 0.400
H -3.4020 3.0460 4.1891 0.583
H -1.4812 3.8886 5.3860 0.475
H 0.8436 3.1716 4.8660 0.599
C -2.2278 -3.3963 -1.0609 -2.021
C -1.5042 -2.4657 -0.1241 0.877
N -1.2012 -1.2597 -0.4009 1.627
N -1.4650 -0.6368 -1.5797 -1.380
C -1.2839 0.6736 -1.4617 0.231
O -0.9356 1.3317 -0.4009 -0.539
C -1.4934 1.5105 -2.6289 0.876
C -1.8730 0.9025 -3.7991 -0.224
C -2.1006 1.6906 -4.9072 -0.862
C -1.9092 3.0624 -4.8147 -0.424
C -1.5290 3.6543 -3.6269 -0.855
C -1.3115 2.8768 -2.5111 -0.318
C -1.2401 -2.8855 1.2962 0.825
C -1.4992 -4.1492 1.8320 -1.020
C -1.2566 -4.3665 3.1883 -0.411
C -0.7191 -3.3688 3.9896 -1.082
C -0.4442 -2.1554 3.3864 -0.083
N -0.7342 -1.9128 2.0930 0.865
H -2.3111 -2.8872 -2.0158 0.400
H -3.2392 -3.5782 -0.6833 0.357
H -1.7356 -4.3520 -1.2114 0.425
H -2.0101 -0.1676 -3.8385 0.480
H -2.4079 1.2381 -5.8440 0.419
H -2.0989 3.6694 -5.6727 0.435
H -1.3979 4.7315 -3.5698 0.423
H -0.9900 3.3326 -1.5900 0.505
H -1.8705 -4.9823 1.2631 0.499
H -1.4800 -5.3293 3.6184 0.435
H -0.5325 -3.5452 5.0328 0.472
H -0.0169 -1.3223 3.9320 0.477
C 1.5336 0.1335 -2.1877 -0.970
N 2.7975 -0.0379 -2.8771 0.192
C 3.7657 0.9367 -2.3536 -0.656
N 3.9438 0.7973 -0.9175 0.084
C 2.6529 0.9645 -0.2708 -0.995
N 1.6555 -0.0519 -0.7075 1.300
C 2.2185 -1.4026 -0.4592 -0.678
N 3.5048 -1.5908 -1.1176 0.065
C 3.3134 -1.3816 -2.5609 -0.684
C 4.4301 -0.5576 -0.6266 -0.657
H 0.8102 -0.5814 -2.5710 0.129
H 1.1666 1.1386 -2.3888 0.145
H 3.4247 1.9464 -2.5947 0.328
H 4.7233 0.8067 -2.8622 0.342
H 2.2515 1.9489 -0.5136 0.206
H 2.8129 0.8851 0.7948 0.274
H 1.5120 -2.1598 -0.8262 0.197
H 2.3527 -1.5204 0.6258 0.101
H 2.5976 -2.1193 -2.9547 0.323
H 4.2603 -1.5302 -3.0771 0.340
H 5.4163 -0.7120 -1.0868 0.334
H 4.5373 -0.6814 0.4603 0.334
```

Computed properties:
**ΔE to the lowest compared entry with this formula, charge and spin**: 0.000 eV
**Spin multiplicity**: 2
**Charge**: +1
**Expectation value of S²**: 0.754
**HOMO level (alpha / beta)**: -10.7 / -10.7 eV
**HOMO-LUMO gap (alpha / beta)**: 6.94 / 6.82 eV

[8]
Molecular formula: C21H38ClF5O7
Method: DFT, the ωB97M-V functional and the def2-TZVPD basis

Structure (XYZ):
```
72
Properties=species:S:1:pos:R:3:mulliken_charge:R:1
C 0.6764 0.6326 -2.2238 -0.659
O -0.5146 0.9523 -2.9424 -0.331
C -0.9855 -0.0464 -3.7689 -0.176
Cl 0.3037 -0.8144 -4.7688 -0.187
C -1.8083 -1.1227 -2.9573 -0.229
O -1.5114 -2.3958 -3.4813 -0.407
C -1.2366 -3.3816 -2.4847 -0.818
C -3.3131 -0.9446 -3.1740 0.448
F -3.6137 -0.9842 -4.4447 -0.316
F -3.9175 -2.0127 -2.6188 -0.339
C -3.9444 0.2875 -2.4892 0.723
F -5.0139 0.6471 -3.1821 -0.285
F -3.1341 1.3197 -2.4634 -0.233
F -4.3284 0.0278 -1.2682 -0.270
H 0.7366 1.3369 -1.4174 0.236
H 1.5739 0.7511 -2.8234 0.277
H 0.6553 -0.3529 -1.7652 0.311
H -1.6388 0.4268 -4.4911 0.487
H -1.5420 -1.1164 -1.9018 0.821
H -0.7718 -4.2124 -2.9960 0.344
H -0.5747 -3.0363 -1.6935 0.391
H -2.1823 -3.7614 -2.1032 0.213
C -2.3301 -6.3557 0.5058 -1.183
C -1.5918 -6.6313 -0.7815 0.917
C -1.9994 -7.8602 -1.5572 -1.176
O -0.7133 -5.8987 -1.1739 -0.526
H -1.9391 -5.4470 0.9587 0.288
H -3.3944 -6.2216 0.3049 0.320
H -2.1913 -7.1853 1.2009 0.402
H -3.0496 -7.7890 -1.8447 0.325
H -1.8469 -8.7535 -0.9493 0.347
H -1.3921 -7.9376 -2.4565 0.306
C 1.9555 -0.5010 2.5553 -0.891
C 1.3807 0.5379 1.6248 0.826
C 0.5546 1.6356 2.2410 -1.115
O 1.5784 0.4900 0.4283 -0.512
H 2.5217 -1.2289 1.9777 0.058
H 2.6204 -0.0239 3.2776 0.340
H 1.1509 -1.0184 3.0800 0.342
H 1.1559 2.1975 2.9483 0.348
H -0.3117 1.2036 2.7492 0.475
H 0.2076 2.3081 1.4639 0.160
C 1.3194 6.0445 0.6126 -1.138
C 1.8980 5.3418 1.8113 0.860
C 3.0933 5.9793 2.4744 -1.287
O 1.4221 4.3052 2.2279 -0.518
H 0.4682 5.4824 0.2375 0.250
H 0.9813 7.0427 0.8922 0.333
H 2.0721 6.1148 -0.1751 0.447
H 2.8324 6.9766 2.8319 0.340
H 3.9194 6.0500 1.7654 0.356
H 3.4061 5.3714 3.3212 0.312
C 5.6229 -3.3436 1.3180 -1.145
C 4.3349 -3.5334 0.5527 0.898
C 4.4489 -3.8011 -0.9279 -1.093
O 3.2590 -3.4731 1.1013 -0.557
H 5.3966 -3.1594 2.3663 0.295
H 6.2387 -4.2412 1.2416 0.364
H 6.1718 -2.4891 0.9190 0.315
H 5.0151 -4.7181 -1.0995 0.357
H 4.9483 -2.9655 -1.4210 0.327
H 3.4535 -3.9166 -1.3514 0.232
C -1.6587 5.1890 3.0100 -0.461
C -2.3663 6.2122 2.1563 0.836
C -3.8129 6.4982 2.4790 -1.228
O -1.7973 6.7804 1.2509 -0.534
H -0.6325 5.0822 2.6687 -0.252
H -1.6542 5.5138 4.0523 0.374
H -2.1594 4.2228 2.9261 0.307
H -3.9002 6.8753 3.4992 0.318
H -4.4056 5.5881 2.3742 0.312
H -4.1957 7.2494 1.7912 0.328
```

Computed properties:
**HOMO level**: -9.3 eV
**SMILES string**: CO[C@@H](Cl)[C@H](OC)C(F)(F)C(F)(F)F.CC(C)=O.CC(C)=O.CC(C)=O.CC(C)=O.CC(C)=O
**HOMO-LUMO gap**: 9.92 eV

Number 1: largest force on an atom 0.016 hartree/bohr, E_tot -323.72729 hartree. Number 2: largest force on an atom 0.141 hartree/bohr, E_tot -405.00906 hartree. Number 3: largest force on an atom 0.093 hartree/bohr, E_tot -1166.98414 hartree. Number 4: largest force on an atom 0.097 hartree/bohr, E_tot -1566.14786 hartree. Number 5: largest force on an atom 0.025 hartree/bohr, E_tot -1462.90225 hartree. Number 6: largest force on an atom 0.007 hartree/bohr, E_tot -3212.50974 hartree. Number 7: largest force on an atom 0.042 hartree/bohr, E_tot -2709.37453 hartree. Number 8: largest force on an atom 0.041 hartree/bohr, E_tot -2309.12436 hartree.